75
Properties=species:S:1:pos:R:3 method="wB97M-V/def2-TZVPD" lumo_ev=-0.028 gap_ev=8.3 homo_ev=-8.3 charge=0 smiles="CCN1CCN(CCCNC(=O)c2ccc(/C=C3/Sc4ccccc4N(Cc4ccccc4F)C3=O)cc2)CC1"
C -1.357 -2.973 3.545
C -0.974 -1.863 2.574
N -2.074 -0.938 2.350
C -1.625 0.318 1.780
C -2.799 1.290 1.687
N -3.814 0.733 0.811
C -4.915 1.644 0.525
C -5.657 1.260 -0.761
C -4.789 1.433 -2.011
N -3.547 0.703 -1.910
C -3.300 -0.432 -2.605
O -4.010 -0.871 -3.489
C -2.002 -1.059 -2.200
C -0.866 -0.273 -2.028
C 0.332 -0.846 -1.657
C 0.418 -2.216 -1.408
C 1.668 -2.841 -1.012
C 2.644 -2.262 -0.302
S 4.154 -3.128 0.022
C 5.225 -1.795 -0.437
C 6.464 -2.098 -0.980
C 7.306 -1.088 -1.403
C 6.889 0.230 -1.310
C 5.659 0.536 -0.760
C 4.816 -0.466 -0.287
N 3.624 -0.145 0.375
C 3.557 1.078 1.173
C 2.937 2.246 0.448
C 1.611 2.205 0.029
C 1.041 3.274 -0.638
C 1.781 4.417 -0.891
C 3.093 4.496 -0.461
C 3.646 3.415 0.201
F 4.928 3.518 0.627
C 2.547 -0.980 0.438
O 1.567 -0.712 1.110
C -0.717 -3.004 -1.612
C -1.910 -2.433 -2.010
C -4.266 -0.531 1.367
C -3.097 -1.500 1.490
H -0.469 -3.533 3.827
H -2.069 -3.665 3.103
H -1.801 -2.542 4.439
H -0.615 -2.294 1.625
H -0.148 -1.290 2.999
H -0.853 0.740 2.426
H -1.192 0.169 0.775
H -2.453 2.242 1.274
H -3.194 1.471 2.701
H -5.631 1.680 1.363
H -4.497 2.648 0.401
H -6.540 1.895 -0.857
H -5.995 0.226 -0.703
H -4.555 2.495 -2.151
H -5.317 1.068 -2.895
H -3.104 0.795 -0.998
H -0.918 0.790 -2.218
H 1.219 -0.233 -1.583
H 1.819 -3.860 -1.344
H 6.754 -3.134 -1.063
H 8.272 -1.329 -1.818
H 7.524 1.028 -1.663
H 5.351 1.565 -0.701
H 4.565 1.324 1.513
H 2.930 0.839 2.040
H 1.024 1.329 0.252
H 0.011 3.217 -0.955
H 1.338 5.252 -1.412
H 3.692 5.377 -0.625
H -0.660 -4.070 -1.442
H -2.785 -3.045 -2.173
H -5.019 -0.967 0.709
H -4.716 -0.380 2.364
H -3.458 -2.431 1.928
H -2.697 -1.717 0.483